The following is a DFT calculation (ωB97M-V with the def2-TZVPD basis set) of a structure of composition C26H27Br39N2O4S3.

Calculated values
- Largest force on an atom: 0.0396 hartree/bohr
- Net charge: 0
- Orbital gap: 8.350 eV

CARTESIAN COORDINATES (ANGSTROEM)
C  2.557  -2.195  -1.466
C  1.862  -1.330  -2.535
C  0.340  -1.364  -2.228
O  -0.334  -0.540  -3.173
C  -1.677  -0.412  -2.852
O  -1.979  -0.112  -1.724
C  -2.811  -0.614  -3.884
S  -4.094  0.683  -3.820
C  -5.198  0.215  -2.497
C  -4.874  0.530  -1.206
C  -5.671  0.167  -0.047
C  -6.849  -0.506  -0.216
C  -7.251  -0.831  -1.549
N  -8.403  -1.474  -1.821
S  -8.378  -1.579  -3.453
N  -6.965  -0.883  -3.867
C  -6.436  -0.490  -2.693
O  2.236  0.066  -2.540
C  3.191  0.397  -1.611
O  2.913  0.736  -0.489
C  4.684  0.373  -2.022
S  5.209  1.986  -2.730
H  2.126  -3.210  -1.562
H  3.632  -2.327  -1.675
H  2.356  -1.885  -0.431
H  2.070  -1.761  -3.530
H  0.244  -1.021  -1.184
H  0.008  -2.422  -2.248
H  -3.302  -1.580  -3.681
H  -2.373  -0.684  -4.885
H  -3.956  1.090  -1.014
H  -5.270  0.461  0.957
H  -7.435  -0.738  0.670
H  5.269  0.125  -1.131
H  4.788  -0.382  -2.817
H  5.736  2.600  -1.643
C  0.232  -0.925  -6.568
Br  -0.547  0.724  -5.960
Br  -1.064  -2.051  -7.451
Br  1.788  -0.617  -7.664
H  0.567  -1.457  -5.686
C  -5.107  -0.482  4.413
Br  -4.394  -2.272  4.475
Br  -6.172  -0.198  2.828
Br  -6.078  -0.037  6.021
H  -4.264  0.193  4.354
C  3.848  -1.664  -11.008
Br  3.806  -3.177  -9.815
Br  4.967  -0.250  -10.320
Br  4.350  -2.175  -12.798
H  2.841  -1.270  -11.060
C  7.894  -0.771  -7.581
Br  9.400  0.417  -7.782
Br  8.428  -2.623  -7.635
Br  6.877  -0.364  -5.989
H  7.242  -0.605  -8.430
C  0.754  -6.449  -1.073
Br  -0.301  -4.858  -1.362
Br  1.094  -7.387  -2.723
Br  2.386  -6.059  -0.121
H  0.169  -7.109  -0.445
C  -6.717  2.897  8.908
Br  -7.143  4.361  10.092
Br  -4.864  2.383  9.047
Br  -7.901  1.399  9.172
H  -6.873  3.251  7.897
C  -10.301  0.117  3.604
Br  -10.069  -1.370  4.811
Br  -9.122  1.579  4.047
Br  -10.132  -0.424  1.761
H  -11.313  0.477  3.733
C  -9.522  7.478  10.915
Br  -11.267  7.472  10.096
Br  -8.391  8.859  10.177
Br  -9.633  7.599  12.837
H  -9.060  6.526  10.684
C  -2.961  -6.593  4.530
Br  -1.653  -5.614  5.556
Br  -4.760  -6.136  5.051
Br  -2.692  -6.372  2.631
H  -2.821  -7.642  4.752
C  -10.025  -1.490  11.848
Br  -11.215  0.010  11.612
Br  -9.773  -2.468  10.203
Br  -8.342  -0.950  12.618
H  -10.497  -2.164  12.551
C  11.347  3.503  -5.666
Br  11.291  1.978  -4.488
Br  12.463  4.911  -4.958
Br  11.871  3.007  -7.455
H  10.341  3.895  -5.727
C  13.517  3.621  -1.410
Br  15.010  4.833  -1.624
Br  14.084  1.779  -1.446
Br  12.478  4.021  0.166
H  12.866  3.770  -2.263
C  15.470  4.479  3.584
Br  15.471  4.577  1.658
Br  13.676  4.362  4.290
Br  16.587  3.045  4.230
H  15.895  5.404  3.951